# C12H36O6

A cluster of 6 separate species, C12H36O6 in total (ωB97M-V with the def2-TZVPD basis set, OMol25).

Each line ends with the natural charge from an NBO analysis.
CARTESIAN COORDINATES (ANGSTROEM)
C: 3.288 -4.301 0.856  -0.629
C: 2.579 -3.006 0.555  -0.065
O: 3.444 -2.204 -0.264  -0.736
H: 3.835 -4.727 0.015  0.222
H: 2.531 -5.035 1.147  0.205
H: 4.049 -4.120 1.615  0.208
H: 2.327 -2.509 1.498  0.156
H: 1.649 -3.079 -0.016  0.165
H: 3.512 -1.307 0.073  0.474
C: -2.985 1.174 -3.010  -0.623
C: -3.508 0.628 -1.693  -0.059
O: -3.872 -0.741 -1.852  -0.718
H: -2.093 0.600 -3.252  0.216
H: -2.793 2.234 -2.822  0.208
H: -3.728 1.145 -3.805  0.212
H: -4.318 1.285 -1.344  0.149
H: -2.748 0.758 -0.913  0.150
H: -3.851 -1.108 -0.960  0.466
C: -1.469 3.666 0.812  -0.635
C: -1.029 3.773 2.263  -0.066
O: 0.394 3.866 2.309  -0.733
H: -0.909 4.424 0.257  0.221
H: -2.530 3.875 0.702  0.217
H: -1.153 2.709 0.399  0.211
H: -1.377 2.892 2.813  0.155
H: -1.471 4.676 2.696  0.162
H: 0.662 3.621 3.200  0.471
C: -0.149 -0.883 -0.708  -0.655
C: 0.107 -0.010 0.509  -0.071
O: 0.803 1.189 0.224  -0.746
H: 0.775 -1.357 -1.045  0.217
H: -0.481 -0.256 -1.544  0.223
H: -0.943 -1.627 -0.670  0.227
H: 0.546 -0.608 1.315  0.166
H: -0.915 0.246 0.832  0.157
H: 0.683 1.730 1.015  0.496
C: -1.647 -4.262 1.632  -0.626
C: -1.031 -3.526 2.811  -0.065
O: -1.414 -2.131 2.759  -0.734
H: -1.206 -3.897 0.707  0.213
H: -2.717 -4.056 1.623  0.213
H: -1.429 -5.318 1.790  0.215
H: 0.053 -3.523 2.626  0.155
H: -1.244 -3.946 3.795  0.166
H: -1.200 -1.829 3.648  0.464
C: 3.332 3.064 -3.089  -0.626
C: 2.097 2.925 -2.222  -0.061
O: 1.566 1.606 -2.355  -0.769
H: 4.103 2.416 -2.660  0.206
H: 3.789 4.041 -2.897  0.202
H: 3.195 2.890 -4.150  0.215
H: 1.294 3.582 -2.569  0.154
H: 2.325 3.084 -1.167  0.164
H: 1.270 1.263 -1.491  0.496

2S+1: 1
lowest unoccupied orbital energy: 0.225 eV
SMILES: CCO.CCO.CCO.CCO.CCO.CCO
energy relative to the best compared isomer or geometry (same formula, charge and spin): 59.7 kcal per mole

# C12H36O6

A structure of composition C12H36O6 (ωB97M-V with the def2-TZVPD basis set, OMol25).

Each line ends with the natural charge from an NBO analysis.
CARTESIAN COORDINATES (ANGSTROEM)
C: -0.204 0.822 0.326  -0.614
C: 0.489 0.125 -0.866  -0.063
O: -0.111 -1.123 -1.047  -0.757
H: 0.130 0.272 1.206  0.253
H: -1.290 0.756 0.261  0.199
H: 0.111 1.862 0.412  0.172
H: 1.565 0.013 -0.730  0.170
H: 0.376 0.668 -1.804  0.164
H: 0.310 -1.532 -1.806  0.496
C: 1.139 2.428 2.235  -0.602
C: 0.308 3.222 3.325  -0.071
O: 0.071 4.517 2.756  -0.731
H: 0.718 2.528 1.235  0.195
H: 1.211 1.405 2.604  0.203
H: 2.180 2.746 2.183  0.199
H: 0.954 3.356 4.193  0.169
H: -0.627 2.676 3.442  0.168
H: -0.727 4.844 3.177  0.464
C: -3.581 -1.000 0.771  -0.638
C: -2.821 -0.261 -0.264  -0.042
O: -3.721 -0.366 -1.373  -0.750
H: -4.502 -0.581 1.175  0.208
H: -2.868 -1.024 1.595  0.228
H: -3.812 -2.000 0.402  0.187
H: -1.894 -0.781 -0.503  0.182
H: -2.452 0.738 -0.030  0.170
H: -3.736 -1.265 -1.710  0.457
C: 0.972 -3.313 -1.700  -0.664
C: 0.994 -2.562 -2.987  -0.106
O: 1.041 -1.169 -2.729  -0.730
H: 1.242 -4.357 -1.859  0.229
H: -0.035 -3.278 -1.284  0.234
H: 1.665 -2.943 -0.945  0.238
H: 0.199 -2.597 -3.733  0.189
H: 1.908 -2.874 -3.492  0.183
H: 1.326 -0.773 -3.555  0.504
C: 1.847 2.515 -1.451  -0.631
C: 3.094 2.702 -0.621  -0.064
O: 4.217 2.744 -1.495  -0.728
H: 1.679 3.328 -2.158  0.199
H: 1.001 2.430 -0.769  0.216
H: 1.867 1.574 -2.001  0.198
H: 3.183 1.894 0.105  0.181
H: 2.982 3.676 -0.144  0.163
H: 4.078 3.428 -2.154  0.462
C: -1.508 -3.216 2.148  -0.628
C: -0.966 -2.519 0.872  -0.056
O: -0.996 -1.093 0.814  -0.827
H: -0.874 -2.937 2.990  0.206
H: -1.371 -4.278 1.945  0.207
H: -2.540 -2.957 2.388  0.216
H: -1.411 -2.929 -0.035  0.141
H: 0.097 -2.742 0.782  0.163
H: -0.908 -0.801 -0.096  0.489

2S+1: 1
lowest unoccupied orbital energy: 0.233 eV
energy relative to the best compared isomer or geometry (same formula, charge and spin): 293.7 kcal per mole

# C12H36O6S6

A cluster of 6 separate species, C12H36O6S6 in total (ωB97M-V with the def2-TZVPD basis set, OMol25).

Each line ends with the natural charge from an NBO analysis.
CARTESIAN COORDINATES (ANGSTROEM)
C: 3.301 -0.054 -3.320  -0.836
S: 2.326 0.728 -2.066  1.211
O: 2.673 -0.108 -0.806  -0.992
C: 3.211 2.282 -2.138  -0.826
H: 3.293 0.499 -4.259  0.227
H: 3.040 -1.116 -3.559  0.248
H: 4.338 0.040 -3.033  0.232
H: 3.005 3.021 -1.311  0.271
H: 2.974 2.691 -3.085  0.225
H: 4.273 1.972 -2.151  0.234
C: 1.237 -4.007 0.443  -0.865
S: 2.517 -3.500 -0.593  1.284
O: 3.713 -4.356 -0.252  -1.006
C: 1.946 -4.011 -2.223  -0.833
H: 1.029 -5.028 0.488  0.226
H: 0.340 -3.486 0.029  0.265
H: 1.358 -3.568 1.430  0.239
H: 2.011 -5.082 -2.412  0.235
H: 2.376 -3.414 -3.062  0.230
H: 0.927 -3.653 -2.207  0.229
C: -3.314 3.856 0.875  -0.876
S: -4.343 2.669 0.173  1.271
O: -3.366 1.566 -0.240  -1.004
C: -5.010 2.157 1.694  -0.840
H: -3.819 4.729 1.299  0.237
H: -2.579 4.294 0.207  0.261
H: -2.647 3.435 1.595  0.232
H: -4.127 1.950 2.282  0.221
H: -5.673 1.284 1.711  0.259
H: -5.424 3.058 2.106  0.230
C: 4.405 1.535 2.199  -0.833
S: 5.422 1.540 0.744  1.264
O: 5.218 2.966 0.258  -1.014
C: 7.003 1.671 1.527  -0.841
H: 4.800 0.734 2.926  0.230
H: 3.379 1.235 2.002  0.246
H: 4.449 2.551 2.576  0.243
H: 7.758 2.041 0.909  0.247
H: 7.433 0.663 1.813  0.232
H: 6.891 2.347 2.418  0.231
C: -6.152 -0.613 -2.394  -0.835
S: -6.395 -0.684 -0.633  1.226
O: -7.677 -1.498 -0.493  -0.983
C: -5.060 -1.870 -0.312  -0.821
H: -6.876 0.001 -2.871  0.237
H: -6.269 -1.594 -2.799  0.235
H: -5.225 -0.134 -2.717  0.242
H: -5.007 -2.786 -0.935  0.238
H: -5.156 -2.163 0.651  0.220
H: -4.063 -1.326 -0.495  0.249
C: 0.518 -0.121 1.935  -0.845
S: -0.916 -0.177 0.874  1.263
O: -0.820 -1.381 -0.058  -0.986
C: -2.191 -0.372 2.054  -0.848
H: 0.710 -1.084 2.371  0.225
H: 0.429 0.668 2.689  0.224
H: 1.330 0.276 1.343  0.264
H: -2.404 0.570 2.529  0.227
H: -2.046 -1.166 2.800  0.224
H: -3.045 -0.652 1.445  0.253

2S+1: 1
lowest unoccupied orbital energy: 0.215 eV
energy relative to the best compared isomer or geometry (same formula, charge and spin): 44.9 kcal per mole

# C12H36O9P2Si3

A structure of composition C12H36O9P2Si3 (ωB97M-V with the def2-TZVPD basis set, OMol25).

Each line ends with the natural charge from an NBO analysis.
CARTESIAN COORDINATES (ANGSTROEM)
C: 2.932 -2.232 2.993  -0.410
C: 2.571 -1.771 1.792  -0.160
C: 2.574 -0.326 1.375  -0.923
Si: 1.463 0.779 2.434  1.441
O: 0.491 -0.168 3.381  -1.236
Si: -1.092 0.303 3.649  0.982
Si: -2.629 -0.702 2.226  1.129
C: -2.212 -0.267 0.435  -1.085
C: -4.309 0.087 2.626  -1.081
C: -2.806 -2.572 2.428  -1.092
H: 2.820 -1.651 3.902  0.196
H: 3.303 -3.245 3.091  0.199
H: 2.281 -2.512 1.049  0.193
H: 3.587 0.068 1.338  0.257
H: 2.148 -0.273 0.369  0.239
H: 2.334 1.663 3.247  -0.219
H: 0.668 1.679 1.567  -0.203
H: -1.414 0.010 5.067  -0.178
H: -1.179 1.768 3.406  -0.188
H: -1.190 -0.544 0.168  0.229
H: -2.322 0.817 0.354  0.244
H: -2.899 -0.762 -0.254  0.234
H: -4.913 -0.632 3.178  0.236
H: -4.799 0.409 1.708  0.239
H: -4.180 0.953 3.279  0.235
H: -2.210 -3.004 3.231  0.244
H: -2.603 -3.110 1.500  0.235
H: -3.852 -2.784 2.664  0.238
C: -0.604 7.577 -1.309  -0.261
O: -1.103 6.244 -1.523  -0.793
P: -0.260 5.015 -0.948  2.538
O: 0.916 4.763 -1.790  -1.104
O: -1.416 3.920 -1.074  -0.815
C: -2.125 3.760 -2.297  -0.250
O: 0.012 4.678 0.573  -0.780
C: 1.144 5.295 1.219  -0.256
H: -1.339 8.266 -1.715  0.202
H: -0.481 7.783 -0.245  0.176
H: 0.346 7.709 -1.826  0.199
H: -1.455 3.835 -3.155  0.192
H: -2.916 4.505 -2.377  0.182
H: -2.573 2.769 -2.281  0.190
H: 1.173 6.370 1.046  0.176
H: 2.063 4.830 0.868  0.205
H: 1.035 5.110 2.284  0.201
C: 0.066 -3.681 -1.279  -0.262
O: 1.265 -4.410 -1.588  -0.794
P: 1.608 -4.700 -3.123  2.537
O: 0.756 -5.780 -3.638  -1.104
O: 3.135 -5.099 -2.901  -0.813
C: 3.493 -6.064 -1.917  -0.250
O: 1.955 -3.631 -4.238  -0.777
C: 0.858 -3.028 -4.953  -0.256
H: 0.030 -3.522 -0.205  0.201
H: 0.073 -2.711 -1.779  0.175
H: -0.814 -4.248 -1.588  0.199
H: 2.785 -6.894 -1.902  0.191
H: 3.542 -5.600 -0.931  0.181
H: 4.479 -6.439 -2.180  0.192
H: 0.085 -2.665 -4.276  0.175
H: 0.437 -3.750 -5.650  0.205
H: 1.269 -2.187 -5.504  0.200

2S+1: 1
lowest unoccupied orbital energy: 0.461 eV

# C12H37CaN6O3P2

A structure of composition C12H37CaN6O3P2 (ωB97M-V with the def2-TZVPD basis set, OMol25).

Each line ends with the Löwdin charge.
CARTESIAN COORDINATES (ANGSTROEM)
Ca: -24.350 8.078 -28.771  1.568
O: -24.729 9.611 -27.206  -0.589
H: -25.260 10.139 -26.578  -0.108
O: -26.143 13.192 -22.125  -0.291
P: -26.285 11.711 -22.304  0.587
N: -25.027 10.713 -21.692  -0.299
C: -25.155 9.255 -21.677  -0.132
C: -23.651 11.221 -21.860  -0.093
N: -26.296 11.174 -23.888  -0.292
C: -25.676 11.889 -25.041  -0.085
C: -26.696 9.860 -24.293  -0.159
N: -27.720 11.103 -21.620  -0.324
C: -27.829 10.763 -20.223  -0.119
C: -29.006 11.403 -22.209  -0.117
H: -24.382 8.742 -22.249  0.048
H: -26.009 8.790 -22.168  0.052
H: -25.189 8.909 -20.644  0.082
H: -23.064 10.880 -21.007  0.083
H: -23.668 12.310 -21.810  0.077
H: -23.278 10.874 -22.824  0.070
H: -25.615 12.942 -24.768  0.082
H: -24.670 11.534 -25.265  0.078
H: -26.379 11.884 -25.875  0.086
H: -27.162 9.969 -25.272  0.083
H: -25.843 9.184 -24.353  0.047
H: -27.400 9.373 -23.618  0.075
H: -28.552 9.973 -20.022  0.087
H: -26.860 10.672 -19.731  0.077
H: -28.159 11.665 -19.707  0.083
H: -29.788 10.683 -21.966  0.085
H: -28.946 11.649 -23.269  0.080
H: -29.311 12.347 -21.757  0.085
O: -23.927 6.331 -27.176  -0.442
P: -24.280 5.745 -25.846  0.666
N: -23.381 6.375 -24.526  -0.268
C: -23.399 5.663 -23.197  -0.096
C: -23.144 7.830 -24.486  -0.117
N: -23.830 4.054 -25.791  -0.308
C: -24.755 3.129 -26.493  -0.100
C: -22.432 3.614 -25.685  -0.101
N: -25.961 5.876 -25.433  -0.283
C: -26.594 5.463 -24.179  -0.099
C: -26.950 6.387 -26.382  -0.113
H: -24.038 6.183 -22.482  0.071
H: -22.427 5.702 -22.704  0.085
H: -23.689 4.617 -23.288  0.068
H: -24.042 8.441 -24.573  0.046
H: -22.554 8.157 -25.342  0.071
H: -22.435 8.192 -23.742  0.093
H: -24.619 2.109 -26.133  0.083
H: -25.754 3.393 -26.146  0.068
H: -24.590 3.084 -27.570  0.080
H: -22.329 2.562 -25.417  0.088
H: -21.925 3.805 -26.630  0.083
H: -21.922 4.091 -24.847  0.068
H: -26.733 6.274 -23.463  0.080
H: -27.601 5.090 -24.369  0.087
H: -26.027 4.670 -23.692  0.076
H: -27.158 5.839 -27.302  0.075
H: -26.548 7.287 -26.846  0.038
H: -27.888 6.551 -25.851  0.092

2S+1: 1
lowest unoccupied orbital energy: -4.739 eV
energy relative to the best compared isomer or geometry (same formula, charge and spin): 30.9 kcal per mole
total charge: +1

# C12H37NO6

A cluster of 6 separate species, C12H37NO6 in total (ωB97M-V with the def2-TZVPD basis set, OMol25).

Each line ends with the natural charge from an NBO analysis.
CARTESIAN COORDINATES (ANGSTROEM)
C: 13.308 -12.834 4.672  -0.277
O: 12.014 -12.967 5.251  -0.548
C: 11.350 -14.185 4.979  -0.056
C: 10.919 -14.278 3.523  -0.085
C: 10.059 -13.066 3.080  -0.639
N: 10.200 -15.543 3.329  -0.819
H: 13.230 -12.475 3.650  0.199
H: 13.965 -13.687 4.857  0.175
H: 13.723 -12.010 5.263  0.188
H: 12.021 -15.002 5.258  0.179
H: 10.456 -14.189 5.608  0.175
H: 11.829 -14.302 2.913  0.183
H: 10.630 -12.215 2.698  0.217
H: 9.504 -12.699 3.951  0.212
H: 9.295 -13.283 2.332  0.197
H: 9.714 -15.510 2.440  0.350
H: 9.437 -15.577 4.006  0.344
C: 10.940 -9.200 -3.480  -0.623
C: 12.463 -9.235 -3.389  -0.062
O: 12.834 -9.056 -2.037  -0.741
H: 10.491 -10.016 -2.914  0.205
H: 10.670 -9.348 -4.526  0.217
H: 10.589 -8.241 -3.107  0.216
H: 12.866 -8.463 -4.059  0.162
H: 12.878 -10.157 -3.818  0.162
H: 13.792 -9.068 -1.932  0.482
C: 11.588 -13.671 -0.416  -0.628
C: 11.505 -12.262 -0.936  -0.059
O: 12.679 -11.540 -0.584  -0.774
H: 12.406 -14.180 -0.923  0.219
H: 10.695 -14.223 -0.730  0.216
H: 11.538 -13.658 0.672  0.210
H: 10.609 -11.742 -0.557  0.145
H: 11.357 -12.257 -2.027  0.158
H: 12.556 -10.640 -0.934  0.500
C: 13.114 -16.711 0.798  -0.635
C: 14.430 -15.972 0.544  -0.061
O: 14.882 -15.348 1.725  -0.730
H: 12.342 -16.014 1.132  0.198
H: 13.214 -17.473 1.571  0.217
H: 12.765 -17.254 -0.086  0.204
H: 14.462 -15.306 -0.325  0.155
H: 15.173 -16.745 0.311  0.167
H: 14.257 -14.665 1.999  0.482
C: 7.606 -13.554 -0.552  -0.248
O: 7.954 -12.773 -1.685  -0.720
H: 7.149 -14.503 -0.819  0.188
H: 8.460 -13.718 0.115  0.156
H: 6.859 -13.002 0.039  0.162
H: 8.179 -11.895 -1.370  0.464
C: 15.667 -11.896 1.771  -0.248
O: 14.404 -12.537 1.660  -0.767
H: 15.897 -11.343 0.854  0.162
H: 15.644 -11.113 2.537  0.160
H: 16.455 -12.618 1.970  0.189
H: 13.943 -12.101 0.931  0.504

2S+1: 1
lowest unoccupied orbital energy: 0.452 eV
SMILES: COC[C@H](C)N.CCO.CCO.CCO.CO.CO
energy relative to the best compared isomer or geometry (same formula, charge and spin): 20.5 kcal per mole

Number 1: gap between HOMO and LUMO 9.523 eV. Number 2: gap between HOMO and LUMO 8.491 eV. Number 3: gap between HOMO and LUMO 8.163 eV. Number 4: gap between HOMO and LUMO 9.435 eV. Number 5: gap between HOMO and LUMO 5.345 eV. Number 6: gap between HOMO and LUMO 9.849 eV.